Formula: C33H39BN4O2OsP2
Source: the OMol25 dataset
Level of theory: ωB97M-V/def2-TZVPD

## Properties
- multiplicity = 5
- energy relative to the best compared isomer or geometry (same formula, charge and spin) (kcal per mole) = 5.2
- charge = +2
- expectation value of S² = 6.06
- orbital gap (alpha / beta) (eV) = 6.32 / 2.31
- HOMO energy (alpha / beta) (eV) = -12.42 / -12.31

Structure (XYZ):
```
82
C33H39BN4O2OsP2 (ωB97M-V/def2-TZVPD)
Os -2.574 -1.509 0.751
C -2.195 -2.878 -0.937
C -1.036 -2.735 -0.099
C 0.099 -1.847 -0.542
C -0.256 -0.357 -0.713
C -1.630 0.092 -0.227
C -2.901 -0.143 -0.862
C -3.054 -0.818 -2.213
C -2.443 -2.226 -2.279
C -4.045 -0.825 1.963
H -2.641 -3.885 -0.867
H -0.805 -3.599 0.539
H 0.429 -2.224 -1.519
H 0.969 -1.952 0.126
H 0.450 0.209 -0.076
H -0.037 -0.066 -1.760
H -1.614 0.994 0.405
H -3.708 0.559 -0.598
H -2.596 -0.216 -3.016
H -4.117 -0.900 -2.481
H -3.136 -2.901 -2.814
H -1.564 -2.166 -2.939
H -5.085 -1.183 1.858
H -4.022 0.267 1.861
H -3.671 -1.110 2.966
P 1.126 2.866 0.498
P 3.097 0.301 0.326
N 0.418 4.034 -0.572
N 1.725 4.064 1.772
N 3.448 0.259 -1.462
N 4.598 -0.509 0.805
C 2.760 2.867 -0.340
C 3.737 2.020 0.464
C -0.965 4.270 -0.640
C -1.198 5.278 -1.566
C 0.086 5.702 -2.073
C 1.057 4.935 -1.440
C 1.092 4.193 3.009
C 1.609 5.292 3.682
C 2.623 5.864 2.841
C 2.681 5.079 1.690
C 2.701 -0.559 -2.323
C 3.078 -0.310 -3.638
C 4.120 0.676 -3.598
C 4.293 1.042 -2.271
C 5.825 -0.623 0.140
C 6.778 -1.136 1.009
C 6.134 -1.315 2.285
C 4.817 -0.900 2.139
H 3.243 3.837 -0.467
H 2.591 2.459 -1.345
H 4.758 2.110 0.075
H 3.776 2.345 1.511
H -1.655 3.693 -0.031
H -2.162 5.688 -1.842
H 0.337 6.472 -2.779
H 2.127 4.963 -1.564
H 0.347 3.473 3.310
H 1.306 5.666 4.656
H 3.231 6.738 3.010
H 3.374 5.139 0.867
H 2.005 -1.296 -1.939
H 2.659 -0.797 -4.514
H 4.720 1.039 -4.428
H 4.899 1.852 -1.855
H 5.892 -0.365 -0.904
H 7.809 -1.360 0.763
H 6.600 -1.707 3.181
H 4.004 -0.855 2.845
O -4.101 -3.982 2.134
B -3.856 -3.136 0.988
O -4.810 -3.518 -0.050
C -5.463 -4.602 0.432
C -6.265 -5.479 -0.271
C -6.722 -6.598 0.439
C -6.430 -6.779 1.794
C -5.597 -5.898 2.492
C -5.089 -4.840 1.764
H -6.476 -5.273 -1.318
H -7.322 -7.332 -0.094
H -6.853 -7.621 2.340
H -5.335 -6.005 3.538
```

Löwdin population analysis, charges in e, atoms 1 to 2: 1.512, -0.221

---

Formula: C33H39Br42ClN4O4S
Source: the OMol25 dataset
Level of theory: ωB97M-V/def2-TZVPD

## Properties
- charge = 0
- orbital gap (eV) = 7.66
- HOMO energy (eV) = -9.13

Structure (XYZ):
```
124
C33H39Br42ClN4O4S (ωB97M-V/def2-TZVPD)
C 2.456 5.567 -5.926
C 2.281 4.192 -5.291
C 3.487 3.309 -5.524
N 3.462 2.153 -4.594
C 2.441 1.226 -4.911
C 1.371 1.043 -4.134
C 1.141 1.795 -2.862
C 1.690 0.984 -1.694
S 1.239 1.829 -0.160
C 1.520 0.472 0.934
N 1.426 -0.779 0.563
N 1.751 -1.540 1.690
C 1.995 -0.681 2.634
O 1.871 0.596 2.235
C 0.351 0.018 -4.485
O -0.433 -0.322 -3.636
C 0.334 -0.554 -5.861
C -0.870 -1.292 -6.430
C -2.178 -1.150 -5.702
O -2.527 -1.803 -4.805
Cl -3.275 0.079 -6.372
C 1.414 -0.380 -6.636
C 1.564 -0.893 -8.034
C 1.587 -2.423 -8.165
C 2.492 -3.117 -7.135
C 1.736 -3.978 -6.139
N 2.651 -4.845 -5.379
C 2.586 0.389 -6.124
O 3.656 0.326 -6.689
H 2.608 5.498 -6.999
H 3.311 6.064 -5.475
H 1.573 6.170 -5.737
H 1.380 3.714 -5.675
H 2.173 4.324 -4.218
H 4.405 3.855 -5.325
H 3.519 2.962 -6.560
H 4.348 1.662 -4.663
H 1.628 2.762 -2.918
H 0.078 1.982 -2.725
H 1.214 0.013 -1.685
H 2.768 0.893 -1.770
H 2.263 -0.960 3.636
H -0.667 -2.359 -6.436
H -0.981 -0.951 -7.454
H 2.485 -0.514 -8.458
H 0.749 -0.494 -8.641
H 1.941 -2.656 -9.165
H 0.583 -2.834 -8.100
H 3.148 -3.801 -7.674
H 3.130 -2.413 -6.603
H 1.056 -4.624 -6.695
H 1.151 -3.358 -5.460
H 2.498 -4.756 -4.385
H 3.608 -4.582 -5.569
C 2.795 4.540 4.216
Br 2.323 3.627 2.593
Br 4.542 4.026 4.836
Br 2.627 6.451 4.056
H 2.086 4.208 4.960
C -7.562 -1.378 -7.227
Br -8.244 -2.910 -8.169
Br -6.171 -1.859 -5.995
Br -6.979 -0.006 -8.446
H -8.377 -0.967 -6.650
C 1.670 -4.028 3.958
Br 0.159 -3.006 4.558
Br 3.232 -3.631 5.010
Br 1.282 -5.911 3.933
H 1.876 -3.726 2.939
C 0.740 3.287 7.969
Br 0.330 5.160 7.858
Br 0.540 2.432 6.257
Br 2.494 2.990 8.701
H 0.028 2.832 8.642
C -3.113 -4.933 6.373
Br -3.415 -3.034 6.246
Br -3.332 -5.791 4.662
Br -1.401 -5.320 7.144
H -3.868 -5.340 7.037
C 6.216 -4.893 8.029
Br 5.726 -3.036 7.887
Br 5.989 -5.805 6.354
Br 7.997 -5.105 8.723
H 5.539 -5.347 8.737
C -0.942 9.246 9.416
Br -1.498 8.979 11.238
Br 0.905 8.780 9.146
Br -2.083 8.305 8.185
H -1.040 10.299 9.202
C -6.109 -7.694 9.275
Br -4.763 -8.865 9.988
Br -6.551 -6.283 10.504
Br -5.590 -6.993 7.556
H -7.002 -8.281 9.122
C 3.516 8.477 12.129
Br 1.998 9.528 12.661
Br 5.039 8.795 13.260
Br 3.077 6.606 12.030
H 3.787 8.792 11.132
C 0.307 6.965 -2.470
Br -0.455 5.475 -3.416
Br 1.904 6.441 -1.532
Br 0.623 8.464 -3.633
H -0.414 7.279 -1.731
C -0.198 -2.717 10.658
Br 0.094 -2.204 8.830
Br -2.059 -2.604 11.131
Br 0.516 -4.468 11.016
H 0.338 -2.018 11.282
C -3.275 -3.452 1.574
Br -4.849 -2.789 0.677
Br -2.808 -5.216 0.968
Br -1.803 -2.233 1.411
H -3.517 -3.532 2.625
C -8.060 -5.691 -11.646
Br -9.476 -4.520 -12.217
Br -7.677 -7.040 -12.963
Br -6.484 -4.703 -11.160
H -8.405 -6.200 -10.759
C -4.038 1.048 -0.972
Br -2.270 1.123 -0.223
Br -5.111 2.547 -0.412
Br -3.985 0.885 -2.887
H -4.511 0.156 -0.588
```

Löwdin population analysis, charges in e, atoms 1 to 2: -0.105, -0.285

---

Formula: C33H39Cl74N2O
Source: the OMol25 dataset
Level of theory: ωB97M-V/def2-TZVPD

## Properties
- charge = +1
- orbital gap (eV) = 8.31
- HOMO energy (eV) = -11.55

Structure (XYZ):
```
149
C33H39Cl74N2O (ωB97M-V/def2-TZVPD)
C -0.168 -0.709 0.726
C -0.112 -1.667 -0.529
Cl -1.680 -2.503 -1.006
C 1.078 -1.886 -1.241
Cl 0.928 -3.027 -2.690
C 2.517 -1.232 -0.960
C 3.023 -1.297 0.541
N 2.998 -0.038 1.340
C 3.270 1.235 0.589
C 2.984 2.474 1.573
C 1.487 3.014 1.567
O 1.110 3.854 0.703
C 2.508 1.280 -0.809
N 2.618 0.073 -1.659
H -1.263 -0.421 0.901
H 0.428 0.254 0.648
H 0.222 -1.269 1.669
H 3.247 -1.921 -1.537
H 2.384 -2.084 1.088
H 4.095 -1.707 0.586
H 2.133 0.108 1.906
H 3.755 -0.122 2.055
H 4.398 1.246 0.353
H 3.194 2.096 2.644
H 3.765 3.279 1.353
H 0.676 2.733 2.338
H 2.990 2.147 -1.401
H 1.394 1.574 -0.737
H 2.069 0.119 -2.524
C 1.123 -0.011 -5.942
Cl 2.878 -0.071 -6.153
Cl 0.312 -0.963 -7.191
Cl 0.670 -0.591 -4.330
H 0.803 1.023 -6.038
C -3.616 -4.593 -4.111
Cl -3.844 -5.543 -5.587
Cl -3.918 -5.586 -2.677
Cl -1.988 -3.904 -4.055
H -4.332 -3.775 -4.116
C 1.247 4.456 -4.856
Cl 2.722 4.642 -5.813
Cl -0.164 4.993 -5.777
Cl 1.055 2.773 -4.345
H 1.332 5.077 -3.966
C 6.196 -3.788 2.193
Cl 6.194 -5.216 3.231
Cl 4.980 -3.943 0.916
Cl 5.910 -2.324 3.147
H 7.173 -3.705 1.726
C -2.845 1.732 -3.917
Cl -1.722 2.575 -2.835
Cl -3.907 2.888 -4.732
Cl -1.963 0.753 -5.101
H -3.460 1.062 -3.317
C -6.478 -8.150 -4.766
Cl -6.671 -8.920 -3.184
Cl -6.448 -9.365 -6.051
Cl -7.773 -6.978 -5.047
H -5.528 -7.619 -4.774
C 9.471 -3.502 -0.720
Cl 9.253 -4.288 0.851
Cl 9.558 -4.705 -2.011
Cl 8.158 -2.354 -1.025
H 10.409 -2.952 -0.699
C 1.766 6.626 3.272
Cl 0.650 6.673 4.643
Cl 2.399 8.242 2.939
Cl 3.087 5.487 3.584
H 1.220 6.283 2.395
C 6.162 8.586 3.208
Cl 7.497 7.585 2.619
Cl 6.630 9.448 4.679
Cl 5.643 9.725 1.956
H 5.324 7.934 3.445
C -5.675 1.619 -0.563
Cl -4.341 0.638 -1.189
Cl -5.190 2.454 0.920
Cl -6.219 2.779 -1.781
H -6.507 0.956 -0.326
C 9.057 8.936 -0.484
Cl 9.181 10.669 -0.818
Cl 7.942 8.161 -1.618
Cl 10.652 8.174 -0.554
H 8.658 8.807 0.517
C -8.726 -11.453 -0.850
Cl -8.301 -10.811 0.743
Cl -7.607 -12.739 -1.321
Cl -10.393 -12.046 -0.856
H -8.647 -10.647 -1.576
C -0.886 3.937 6.784
Cl -0.490 4.568 8.387
Cl 0.252 2.663 6.319
Cl -2.548 3.333 6.746
H -0.799 4.749 6.064
C 1.490 8.327 -7.684
Cl 0.178 9.511 -7.757
Cl 1.984 7.844 -9.312
Cl 2.868 8.978 -6.783
H 1.126 7.445 -7.161
C 9.995 -2.011 4.274
Cl 9.473 -3.385 5.257
Cl 11.713 -2.146 3.876
Cl 9.022 -1.901 2.798
H 9.847 -1.101 4.850
C -1.574 -1.038 5.309
Cl -0.091 -0.837 4.360
Cl -2.982 -0.515 4.375
Cl -1.758 -2.719 5.823
H -1.499 -0.413 6.197
C -8.079 -2.694 -5.178
Cl -7.960 -0.963 -5.526
Cl -9.204 -3.477 -6.294
Cl -6.485 -3.457 -5.267
H -8.460 -2.815 -4.167
C 4.692 11.376 7.517
Cl 4.805 13.109 7.184
Cl 3.599 10.592 6.366
Cl 6.295 10.627 7.465
H 4.286 11.246 8.517
C -12.282 -13.816 2.167
Cl -12.223 -15.530 2.597
Cl -13.669 -13.485 1.119
Cl -12.348 -12.811 3.621
H -11.374 -13.568 1.621
C 6.901 4.407 -3.203
Cl 6.946 2.685 -2.792
Cl 5.525 4.759 -4.257
Cl 6.824 5.395 -1.739
H 7.815 4.656 -3.737
C -8.930 -4.839 -1.592
Cl -9.444 -6.202 -0.589
Cl -7.224 -5.002 -2.034
Cl -9.941 -4.718 -3.041
H -9.049 -3.925 -1.015
C 6.775 -9.386 4.190
Cl 6.774 -10.818 5.227
Cl 5.560 -9.541 2.914
Cl 6.488 -7.924 5.147
H 7.753 -9.303 3.723
C -9.548 -0.383 1.149
Cl -9.748 -1.298 -0.353
Cl -9.853 -1.415 2.551
Cl -7.926 0.323 1.236
H -10.275 0.427 1.155
C -7.523 5.172 2.736
Cl -8.101 3.524 2.448
Cl -5.790 5.170 3.100
Cl -7.864 6.203 1.341
H -8.053 5.574 3.597
```

Löwdin population analysis, charges in e, atoms 1 to 2: -0.108, -0.607

---

What are the strongest force on any atom values for these records? In order: 4.66 1.70 4.45 eV/Å.